Entry from the OMol25 dataset: a structure of composition C30H35N3O4ReS4Si in a non-equilibrium geometry (ωB97M-V/def2-TZVPD).

Last column: Löwdin charge in e.
Element x y z (Å)
Re -0.19166 -0.06277 0.14829  0.99
S -0.13469 0.24934 2.50557  0.71
C -0.35046 1.92566 3.05624  -0.62
C -1.26186 2.07302 4.10669  -0.12
C -1.53208 3.30821 4.66368  -0.09
C -0.89683 4.44060 4.17411  -0.09
C 0.03118 4.31410 3.15809  -0.12
C 0.33391 3.06818 2.61062  -0.57
S 1.58975 3.06715 1.36174  0.92
C 2.61249 1.65496 1.86040  -0.43
C 2.88739 0.68422 0.74922  -0.30
C 4.14736 0.09860 0.77329  -0.01
C 4.53848 -0.74674 -0.24164  -0.03
C 3.69264 -0.89188 -1.32306  -0.03
C 2.45386 -0.28060 -1.30477  -0.32
C 1.64573 -0.34599 -2.55788  -0.32
S -0.16440 -0.29366 -2.29976  0.97
C -0.48853 1.37210 -2.85615  -0.50
C -0.33616 1.66315 -4.20408  -0.10
C -0.58860 2.94159 -4.67223  -0.08
C -1.01530 3.92270 -3.78591  -0.08
C -1.20172 3.62136 -2.44936  -0.10
C -0.94112 2.33822 -1.96292  -0.61
S -1.19721 2.01749 -0.25698  0.70
N 1.99732 0.42107 -0.24148  0.00
H -1.76373 1.18429 4.46850  0.10
H -2.24483 3.38636 5.47437  0.10
H -1.11271 5.41384 4.59501  0.10
H 0.55093 5.18410 2.77660  0.10
H 2.12522 1.16240 2.69902  0.04
H 3.56034 2.07072 2.19798  0.08
H 4.80684 0.31243 1.60268  0.12
H 5.49542 -1.25032 -0.21214  0.12
H 3.98397 -1.48486 -2.17848  0.12
H 1.85762 -1.27113 -3.09001  0.09
H 1.90941 0.49675 -3.19680  0.10
H -0.02213 0.88210 -4.88702  0.11
H -0.46500 3.17154 -5.72191  0.10
H -1.20893 4.92573 -4.14332  0.11
H -1.54970 4.37312 -1.75200  0.10
C 2.74219 -3.86977 0.21431  -0.17
Si 1.03651 -3.35789 0.87311  0.29
C -0.23483 -4.59909 0.20098  -0.14
C 1.15302 -3.54037 2.75778  -0.16
O 0.70315 -1.87924 0.36005  -0.50
H 2.94366 -4.90948 0.48550  0.03
H 3.52772 -3.25206 0.65541  0.01
H 2.81182 -3.78486 -0.87298  0.02
H -0.24187 -5.51701 0.79211  0.03
H -0.00534 -4.87042 -0.83251  0.03
H -1.24423 -4.18442 0.21982  0.00
H 1.01978 -4.58775 3.04022  0.03
H 0.39038 -2.94646 3.25744  0.00
H 2.13424 -3.21736 3.11394  0.02
C -3.21719 -3.34578 -2.66926  -0.06
C -4.31993 -2.32609 -2.39287  -0.17
C -4.23212 -1.71664 -0.98014  -0.31
C -5.39257 -0.71620 -0.77365  -0.16
C -5.35010 0.00216 0.57382  -0.06
C -4.38607 -2.82837 0.02325  -0.44
O -5.27961 -3.64321 -0.01026  0.11
N -3.44223 -2.84609 1.01109  0.22
C -2.34726 -2.00074 1.18101  -0.54
O -1.67758 -2.16812 2.16914  0.01
N -2.08227 -1.05840 0.19213  0.00
C -2.93503 -0.92830 -0.87788  -0.47
O -2.73074 -0.11495 -1.76737  -0.04
H -3.31292 -3.73405 -3.68318  0.08
H -3.28071 -4.19057 -1.98133  0.08
H -2.22630 -2.89509 -2.57111  0.07
H -5.29740 -2.80123 -2.48086  0.12
H -4.25845 -1.51229 -3.11440  0.12
H -6.32596 -1.27235 -0.87399  0.12
H -5.33614 0.01560 -1.58061  0.12
H -5.41497 -0.70396 1.40423  0.08
H -6.19333 0.68755 0.65481  0.08
H -4.43236 0.58403 0.68604  0.08
H -3.52725 -3.55943 1.72142  0.17

Computed properties:
**Calculated total energy**: -97692.886 eV
**2S+1**: 2
**Orbital gap (alpha / beta)**: 6.10 / 6.47 eV
**Expectation value of S²**: 0.77
**HOMO (alpha / beta)**: -7.589 / -7.587 eV
**LUMO (alpha / beta)**: -0.0546 / -0.0412 Eh
**Relative energy (zero: lowest compared OMol25 entry of this formula, charge and spin)**: 0.0 kJ/mol


Entry from the OMol25 dataset: a structure of composition C30H35N3O6S3Ti in a non-equilibrium geometry (ωB97M-V/def2-TZVPD).

Last column: Löwdin charge in e.
Element x y z (Å)
Ti 0.08916 -0.10604 0.81132  1.16
C -2.32909 2.47571 1.84004  -0.10
N -1.07079 1.75185 2.06189  -0.21
C -1.10704 1.31280 3.46729  -0.19
C -2.19775 0.26694 3.73749  -0.14
C -2.20600 -0.81955 2.64860  -0.21
N -0.82963 -1.12849 2.38033  -0.07
C -0.24539 -2.01240 3.10240  -0.03
C 1.17592 -2.08618 3.23807  -0.12
C 1.79980 -3.08181 4.00193  -0.03
C 3.13853 -3.00677 4.29940  -0.08
C 3.88314 -1.91326 3.85272  -0.06
C 3.30005 -0.90371 3.12362  0.01
C 1.93745 -0.97421 2.76809  -0.29
O 1.35211 -0.01377 2.11563  -0.20
C 0.03348 2.70670 1.90349  -0.20
C 0.14630 3.36465 0.51582  -0.14
C -0.45251 2.63321 -0.69356  -0.19
N -0.37083 1.18246 -0.70893  -0.08
C -0.42380 0.66782 -1.88929  -0.12
C -0.49884 -0.71155 -2.24247  -0.16
C -0.35368 -1.06992 -3.59186  -0.03
C -0.42493 -2.38390 -3.98632  -0.08
C -0.67606 -3.37021 -3.03417  -0.06
C -0.84196 -3.04539 -1.70522  0.02
C -0.74893 -1.71196 -1.26057  -0.33
O -0.90299 -1.38510 -0.00832  -0.16
H -2.41675 3.30849 2.55267  0.11
H -3.18640 1.81678 1.95844  -0.03
H -2.38916 2.87469 0.83812  0.06
H -1.29662 2.18267 4.11977  0.13
H -0.12703 0.90258 3.73450  0.12
H -3.18630 0.72320 3.77890  0.08
H -1.99375 -0.18660 4.71140  0.12
H -2.66728 -0.43061 1.73472  0.03
H -2.76694 -1.69356 3.00746  0.14
H -0.84387 -2.65416 3.76383  0.16
H 1.20903 -3.91172 4.35856  0.11
H 3.61089 -3.77428 4.89254  0.10
H 4.93572 -1.86119 4.08600  0.11
H 3.86869 -0.05643 2.76897  0.12
H 0.97140 2.18433 2.11137  0.10
H -0.08060 3.51717 2.64685  0.13
H 1.21247 3.49650 0.32910  0.10
H -0.32227 4.35221 0.53477  0.12
H 0.05292 3.02565 -1.58764  0.13
H -1.51680 2.87418 -0.80894  0.10
H -0.45325 1.34398 -2.75349  0.15
H -0.16624 -0.29239 -4.32098  0.12
H -0.28783 -2.65646 -5.02144  0.10
H -0.73512 -4.40378 -3.34561  0.11
H -1.04063 -3.81711 -0.97678  0.12
C -6.84677 -1.00049 0.07513  -0.17
O -5.63057 -0.66012 -0.55153  -0.24
C -4.77438 0.09995 0.14686  -1.31
S -5.13986 0.56568 1.70952  0.63
S -3.36376 0.51056 -0.66334  0.67
H -7.39106 -1.63499 -0.61970  0.09
H -7.42548 -0.09959 0.29812  0.07
H -6.66411 -1.53375 1.01332  0.06
C 3.65325 1.14052 -6.25896  -0.05
C 3.35023 0.83410 -4.82439  -0.27
C 3.26679 1.86072 -3.89058  -0.03
C 3.00563 1.58260 -2.56100  -0.05
C 2.81871 0.27544 -2.15103  -0.26
C 2.87607 -0.75934 -3.06647  -0.05
C 3.13056 -0.47499 -4.39938  -0.03
S 2.60998 0.03276 -0.38951  0.57
O 2.10908 1.31082 0.10448  -0.32
O 3.87318 -0.39709 0.13993  -0.24
O 1.53052 -0.99061 -0.21291  -0.34
H 3.76601 2.20999 -6.40932  0.07
H 2.84936 0.78784 -6.89954  0.08
H 4.56753 0.64842 -6.58326  0.09
H 3.42100 2.88526 -4.19773  0.11
H 2.94907 2.36174 -1.81565  0.11
H 2.72127 -1.77593 -2.73629  0.13
H 3.17772 -1.28155 -5.11727  0.12

Computed properties:
**Calculated total energy**: -104056.886 eV
**2S+1**: 1
**Orbital gap**: 5.86 eV
**HOMO**: -6.545 eV
**LUMO**: -0.0252 Eh
**Relative energy (zero: lowest compared OMol25 entry of this formula, charge and spin)**: 153.7 kJ/mol


Entry from the OMol25 dataset: a structure of composition C30H35N4O11Sr in a non-equilibrium geometry (ωB97M-V/def2-TZVPD).

Last column: Löwdin charge in e.
Element x y z (Å)
Sr 0.25407 -0.01988 0.11867  1.48
C 1.47479 2.48415 -3.92083  -0.12
C 1.97283 1.31508 -2.96225  -0.43
O 1.26930 1.28884 -1.70056  -0.51
H 2.08464 2.46951 -4.82415  0.04
H 1.43598 3.40083 -3.33237  0.04
H 0.41991 2.37549 -4.17286  0.03
H 3.03189 1.47202 -2.75767  0.07
H 1.98478 0.39987 -3.55417  0.07
C -0.28858 -4.36595 -1.69405  -0.12
C -0.34231 -2.84040 -1.47040  -0.53
O -0.71761 -2.42808 -0.19325  -0.43
H -0.00158 -4.72281 -2.68317  0.04
H -1.25736 -4.81805 -1.48150  0.04
H 0.49064 -4.84608 -1.10209  0.06
H -0.92390 -2.44201 -2.30175  0.05
H 0.63412 -2.43478 -1.73527  0.08
C 2.87586 -1.70260 3.93085  -0.13
C 2.01469 -0.49705 3.56241  -0.50
O 1.21225 -0.65243 2.42711  -0.44
H 2.28919 -2.58395 4.18999  0.05
H 3.50016 -1.51014 4.80338  0.04
H 3.64255 -2.01300 3.22096  0.05
H 2.80922 0.22475 3.37311  0.08
H 1.48456 -0.19228 4.46473  0.06
C -3.35977 -2.41147 5.51808  -0.06
C -2.14616 -1.90990 5.06230  -0.07
C -2.03768 -1.17550 3.88889  0.04
C -3.17894 -1.00282 3.08668  -0.08
C -4.46249 -1.47190 3.52780  -0.02
C -4.54485 -2.09963 4.75043  -0.09
N -3.10730 -0.27716 1.77395  -0.29
O -4.15188 -0.05115 1.14497  0.05
O -2.02232 0.14487 1.43791  -0.01
H -3.49865 -2.82438 6.50632  0.09
H -1.24045 -2.11997 5.61180  0.11
H -1.06209 -0.79592 3.62329  0.10
H -5.29284 -1.28824 2.86206  0.10
H -5.53729 -2.38666 5.06520  0.09
C 7.59089 -0.87476 0.20638  -0.18
C 7.09196 -1.99090 0.83675  -0.16
C 5.76587 -2.32650 0.88620  -0.06
C 4.84652 -1.53662 0.22995  -0.18
C 5.32340 -0.44481 -0.56397  0.01
C 6.70991 -0.05602 -0.48964  -0.11
N 3.47710 -1.93733 0.24614  -0.41
O 2.58024 -1.09253 -0.12666  -0.21
O 3.16675 -3.06737 0.52720  -0.03
H 8.65349 -0.68307 0.18377  0.07
H 7.84167 -2.59003 1.33213  0.08
H 5.50631 -3.24282 1.39552  0.10
H 4.55857 0.09814 -1.09935  0.08
H 7.10475 0.80984 -1.00031  0.07
C -1.26770 6.83909 -0.90464  -0.10
C -1.54637 5.56345 -1.38011  -0.08
C -1.17658 4.38393 -0.70151  0.06
C -0.45008 4.53760 0.54600  -0.08
C -0.20197 5.82496 1.01394  -0.02
C -0.48828 6.96831 0.23162  -0.08
N -0.05228 3.36309 1.39261  -0.30
O -0.18742 2.20378 1.09377  -0.04
O 0.54581 3.67074 2.41179  0.08
H -1.68661 7.67338 -1.44766  0.10
H -2.02987 5.36173 -2.32453  0.10
H -1.48694 3.42296 -1.08439  0.10
H 0.29529 6.03633 1.94906  0.11
H -0.20181 7.89599 0.70464  0.09
C -5.22159 -2.21338 -4.09327  -0.11
C -5.06549 -1.07117 -4.77151  -0.12
C -4.15136 -0.10972 -4.33613  0.01
C -3.38110 -0.32587 -3.13152  -0.09
C -3.54586 -1.51950 -2.47869  0.00
C -4.40170 -2.53256 -2.98000  -0.02
N -2.49257 0.79693 -2.65517  -0.28
O -2.54688 1.92518 -3.20132  0.02
O -1.88790 0.69866 -1.61914  0.04
H -5.93481 -2.96359 -4.40129  0.10
H -5.67114 -0.95744 -5.65845  0.10
H -4.12174 0.85597 -4.81878  0.10
H -3.06329 -1.60766 -1.51654  0.11
H -4.50460 -3.47760 -2.46742  0.10

Computed properties:
**Calculated total energy**: -60983.773 eV
**2S+1**: 2
**Orbital gap (alpha / beta)**: 2.36 / 4.52 eV
**Expectation value of S²**: 0.77
**Total charge**: -2
**HOMO (alpha / beta)**: 1.000 / -1.161 eV
**LUMO (alpha / beta)**: 0.1235 / 0.1235 Eh